No. 1
{
  "formula": "C25H34BrCaNO7Se",
  "method": "ωB97M-V/def2-TZVPD",
  "spin_multiplicity": 1,
  "fmax_ha_per_bohr": 0.010,
  "de_lowest_ev": 0.183,
  "e_tot_ha": -7207.63724,
  "elements": ["Ca", "C", "C", "O", "C", "C", "O", "C", "C", "O", "C", "C", "O", "C", "C", "O", "H", "H", "H", "H", "H", "H", "H", "H", "H", "H", "H", "H", "H", "H", "H", "H", "H", "H", "H", "H", "C", "C", "C", "C", "C", "C", "Se", "C", "C", "C", "H", "H", "H", "H", "H", "H", "H", "H", "H", "H", "H", "Br", "C", "C", "N", "C", "C", "C", "C", "O", "O", "H", "H", "H"],
  "coordinates": [[0.33696, -1.13441, 0.77340], [0.15187, 1.82498, 2.16296], [0.30425, 2.17105, 0.69643], [0.88390, 1.03271, 0.04875], [1.77227, 1.29027, -1.04105], [1.68220, 0.11255, -1.98491], [1.81418, -1.06747, -1.18746], [1.59486, -2.29400, -1.89315], [0.12879, -2.52160, -2.19540], [-0.58810, -2.33692, -0.97299], [-1.98713, -2.62303, -1.02148], [-2.74676, -1.52578, -0.31013], [-2.10416, -1.20666, 0.93508], [-2.62502, 0.02032, 1.45716], [-1.81617, 0.41908, 2.66507], [-0.42405, 0.52941, 2.34749], [-0.44744, 2.58599, 2.66752], [1.13359, 1.78131, 2.63865], [0.97020, 3.03487, 0.61573], [-0.64741, 2.38602, 0.20846], [2.78342, 1.41569, -0.64399], [1.46773, 2.19746, -1.56722], [2.49240, 0.15228, -2.71955], [0.71286, 0.11743, -2.48917], [1.98695, -3.06672, -1.23113], [2.15445, -2.29309, -2.83340], [-0.00659, -3.54436, -2.56178], [-0.26283, -1.81003, -2.92351], [-2.15059, -3.60427, -0.57054], [-2.32441, -2.62640, -2.05959], [-3.77055, -1.85882, -0.10947], [-2.75139, -0.63297, -0.93348], [-3.67177, -0.11554, 1.75324], [-2.57187, 0.78423, 0.67512], [-1.88809, -0.33099, 3.45237], [-2.19516, 1.37169, 3.04354], [-4.01070, -4.15340, 3.33022], [-2.55147, -3.90042, 3.06006], [-1.80802, -3.04056, 3.85289], [-0.45809, -2.78812, 3.61363], [0.29792, -1.90178, 4.56523], [0.18199, -3.41507, 2.52654], [2.03034, -3.03361, 2.11928], [-0.54869, -4.33785, 1.75021], [0.11076, -5.14611, 0.66671], [-1.89528, -4.55114, 2.02389], [-4.37499, -3.52573, 4.14325], [-4.18329, -5.19494, 3.60797], [-4.61781, -3.94833, 2.44612], [-2.28634, -2.55700, 4.70039], [-0.36457, -1.52140, 5.34470], [0.77142, -1.06358, 4.05419], [1.11001, -2.46013, 5.03472], [0.44572, -4.50961, -0.15366], [-0.57403, -5.89776, 0.27150], [1.00172, -5.64091, 1.05423], [-2.44267, -5.26887, 1.41882], [-1.43932, 2.53580, -7.61408], [-1.73046, 2.92165, -5.78202], [-2.02163, 4.22044, -5.39358], [-2.23556, 4.54961, -4.12407], [-2.16270, 3.58296, -3.21014], [-1.87030, 2.25816, -3.50827], [-1.65004, 1.92003, -4.83579], [-1.77083, 1.20198, -2.41706], [-1.98479, 1.58094, -1.24306], [-1.45721, 0.04547, -2.78499], [-2.08340, 5.01481, -6.12802], [-2.34513, 3.86085, -2.17967], [-1.42350, 0.89562, -5.09624]]
}

No. 2
{
  "formula": "C25H34F5NO11S4",
  "method": "ωB97M-V/def2-TZVPD",
  "spin_multiplicity": 1,
  "smiles": "CCOCCc1cc(OC[C@@H](C)O)c2c(c1S)C(=O)N(S(=O)(=O)C(F)(F)C(F)(F)F)C2=O.O=S1(=O)CCCC1.O=S1(=O)CCCC1",
  "fmax_ha_per_bohr": 0.179,
  "e_tot_ha": -3946.76331,
  "elements": ["C", "C", "O", "C", "C", "C", "C", "C", "O", "C", "C", "C", "O", "C", "C", "C", "S", "C", "O", "N", "S", "O", "O", "C", "F", "F", "C", "F", "F", "F", "C", "O", "H", "H", "H", "H", "H", "H", "H", "H", "H", "H", "H", "H", "H", "H", "H", "H", "H", "H", "C", "C", "C", "S", "O", "O", "C", "H", "H", "H", "H", "H", "H", "H", "H", "C", "C", "C", "S", "O", "O", "C", "H", "H", "H", "H", "H", "H", "H", "H"],
  "coordinates": [[-3.59440, 3.64168, 2.27007], [-3.30790, 2.68487, 0.96179], [-3.63723, 3.29465, -0.33362], [-4.11586, 2.31514, -1.31849], [-3.05851, 2.06769, -2.58371], [-1.60039, 1.55190, -1.99474], [-1.61634, 0.36458, -0.85252], [-0.24810, -0.24463, -0.11390], [-0.43017, -1.27043, 0.92295], [0.36753, -2.47937, 0.67006], [0.91274, -2.97832, 2.17080], [-0.04313, -2.24124, 3.32876], [0.83024, -4.43788, 2.35940], [1.17620, 0.40610, -0.59702], [1.19272, 1.58124, -1.73993], [-0.14195, 2.19732, -2.46550], [0.00123, 3.58130, -3.72034], [2.79104, 1.92240, -1.87680], [3.30278, 2.76373, -2.77907], [3.52025, 1.07587, -0.81213], [4.01656, 2.39289, 0.27832], [3.90543, 1.96126, 1.77732], [3.15397, 3.66772, 0.12079], [5.80108, 2.87875, -0.10260], [6.02437, 3.09983, -1.57448], [6.21061, 4.17448, 0.54818], [6.89091, 1.69644, 0.32724], [6.45530, 0.32971, -0.12045], [7.03092, 1.74840, 1.82340], [8.23908, 1.92388, -0.25049], [2.67217, 0.04681, -0.03526], [3.12219, -0.82945, 0.86515], [-3.71812, 2.89682, 3.19472], [-2.64210, 4.28373, 2.50265], [-4.59469, 4.25594, 2.21456], [-2.13308, 2.48311, 0.95004], [-3.81795, 1.65434, 1.17642], [-4.39783, 1.26520, -0.88731], [-5.11807, 2.77267, -1.77901], [-2.86995, 3.14355, -3.03867], [-3.52827, 1.33188, -3.38326], [-2.66386, -0.06431, -0.54402], [-0.36606, -3.35426, 0.32190], [1.23185, -2.35356, -0.10895], [2.00397, -2.61971, 2.40156], [0.23839, -1.08928, 3.44140], [0.17286, -2.71001, 4.40514], [-1.19368, -2.41478, 3.14198], [1.20444, -4.58970, 3.29791], [0.19149, 4.77112, -2.94735], [-5.77166, -0.02005, -8.15311], [-5.33835, -1.12690, -7.19305], [-4.09006, -0.63662, -6.46129], [-4.20444, 1.14569, -6.41710], [-3.12998, 1.69616, -7.21625], [-4.45613, 1.57379, -5.05555], [-5.71977, 1.26906, -7.34672], [-6.77193, -0.20139, -8.55708], [-5.07075, 0.03477, -8.99463], [-6.14005, -1.31606, -6.46888], [-5.14376, -2.06631, -7.71986], [-4.04463, -1.02311, -5.43998], [-3.17811, -0.90440, -7.00195], [-5.70426, 2.16508, -7.96953], [-6.54713, 1.32047, -6.63266], [4.25584, -4.24006, 5.99312], [4.44544, -2.72400, 5.97873], [3.06688, -2.08776, 6.14852], [2.08452, -3.26211, 7.06914], [1.01560, -3.73739, 6.21612], [1.84166, -2.74137, 8.39966], [3.33360, -4.52924, 7.16812], [5.20908, -4.76766, 6.09109], [3.78424, -4.56257, 5.05716], [5.09299, -2.42951, 6.81353], [4.92574, -2.38498, 5.05555], [3.12326, -1.14763, 6.70306], [2.58076, -1.92236, 5.18312], [2.86992, -5.51587, 7.11765], [3.85882, -4.40771, 8.12018]]
}

No. 3
{
  "formula": "C25H34GeN3OPSc",
  "method": "ωB97M-V/def2-TZVPD",
  "spin_multiplicity": 1,
  "total_charge": 1,
  "fmax_ha_per_bohr": 0.010,
  "e_tot_ha": -4391.37615,
  "elements": ["Sc", "N", "P", "C", "C", "C", "C", "C", "C", "C", "C", "C", "C", "C", "C", "C", "C", "C", "C", "C", "N", "H", "H", "H", "H", "H", "H", "H", "H", "H", "H", "H", "H", "H", "H", "H", "C", "N", "C", "C", "C", "O", "H", "H", "H", "H", "H", "H", "H", "H", "H", "C", "Ge", "C", "C", "C", "H", "H", "H", "H", "H", "H", "H", "H", "H", "H"],
  "coordinates": [[-0.56131, 0.92515, -1.44605], [0.43166, 2.70800, 1.30428], [0.19863, 1.02167, 1.11852], [-0.74197, 0.55690, 2.58570], [-2.09188, 0.25473, 2.41893], [-2.86836, -0.05198, 3.52709], [-2.29940, -0.05771, 4.79207], [-0.95194, 0.24153, 4.95951], [-0.16987, 0.54654, 3.85861], [1.84870, 0.29544, 1.35979], [2.98387, 0.94419, 0.88017], [4.21476, 0.30300, 0.90153], [4.31643, -0.99262, 1.38959], [3.18670, -1.64669, 1.86521], [1.95586, -1.00660, 1.85103], [0.17134, 3.61960, 0.30193], [0.15943, 4.99351, 0.57170], [-0.11988, 5.87329, -0.44942], [-0.36269, 5.38733, -1.73583], [-0.29969, 4.03166, -1.91574], [-0.06545, 3.14908, -0.92813], [0.59927, 3.10095, 2.21872], [-2.51047, 0.25557, 1.41677], [-3.91672, -0.28969, 3.40158], [-2.90627, -0.30099, 5.65446], [-0.51244, 0.22842, 5.94812], [0.88565, 0.76139, 3.98650], [2.90816, 1.95526, 0.49691], [5.09716, 0.82100, 0.54785], [5.27852, -1.48807, 1.41583], [3.26543, -2.65070, 2.26214], [1.07508, -1.51000, 2.23527], [0.34970, 5.34507, 1.57661], [-0.15180, 6.93569, -0.24808], [-0.57924, 6.04668, -2.56245], [-0.47574, 3.60809, -2.90038], [0.75713, -2.42940, -1.41732], [1.94800, -2.01893, -2.15484], [3.04209, -2.97317, -2.32507], [2.03778, -0.77443, -2.59068], [3.25207, -0.34811, -3.35141], [1.11965, 0.05532, -2.35592], [0.70384, -3.51377, -1.40226], [-0.14306, -2.05195, -1.90019], [0.79717, -2.06168, -0.39106], [2.84066, -3.84322, -1.70864], [3.98916, -2.54308, -2.00312], [3.12944, -3.29982, -3.36184], [3.51126, -1.06597, -4.12801], [4.10127, -0.26845, -2.66874], [3.06912, 0.62533, -3.79528], [-2.37840, -2.62035, 0.22639], [-3.21491, -1.50862, -1.18569], [-3.06375, -2.50756, -2.87341], [-5.11776, -1.37278, -0.74109], [-2.35219, 0.21415, -1.27681], [-2.42132, -3.68144, -0.02780], [-2.90840, -2.47961, 1.16989], [-1.33712, -2.34252, 0.39555], [-3.52842, -3.49067, -2.77929], [-2.02344, -2.64530, -3.17446], [-3.57084, -1.96028, -3.66887], [-5.57177, -2.36074, -0.65147], [-5.65142, -0.81805, -1.51362], [-5.24867, -0.84633, 0.20610], [-3.10837, 1.01668, -1.21143]]
}

No. 4
{
  "formula": "C25H34N2O3",
  "method": "ωB97M-V/def2-TZVPD",
  "spin_multiplicity": 1,
  "smiles": "C=CCC1(CC=C)CCCN1C(=O)[C@@H]1CCC(=O)N(CCc2ccc(OC)cc2)C1",
  "fmax_ha_per_bohr": 0.014,
  "de_lowest_ev": 1.602,
  "e_tot_ha": -1308.25797,
  "elements": ["C", "C", "C", "H", "H", "C", "N", "C", "O", "C", "C", "N", "C", "O", "C", "C", "H", "H", "H", "H", "C", "H", "H", "C", "C", "C", "C", "C", "C", "C", "H", "H", "O", "C", "H", "H", "H", "H", "H", "H", "H", "H", "H", "H", "C", "C", "C", "H", "H", "H", "H", "H", "H", "C", "C", "C", "H", "H", "H", "H", "H", "H", "H", "H"],
  "coordinates": [[1.64317, 2.92390, 2.01031], [0.55386, 2.87671, 2.75465], [0.52967, 2.31977, 4.14207], [1.55712, 2.12254, 4.45558], [0.10241, 3.06342, 4.81991], [-0.29037, 1.01590, 4.30551], [0.16463, 0.00532, 3.34061], [-0.18477, 0.01366, 2.03916], [-0.91832, 0.85192, 1.54681], [0.43600, -1.08877, 1.17151], [-0.46178, -1.30517, -0.05879], [0.26252, -1.85044, -1.17965], [1.39075, -1.24140, -1.61246], [2.02240, -1.60646, -2.58407], [1.82453, -0.11495, -0.69746], [1.84457, -0.63139, 0.73978], [2.54352, -1.46894, 0.79916], [2.20293, 0.16019, 1.40132], [1.12540, 0.71899, -0.78200], [2.81389, 0.22409, -1.00397], [-0.34631, -2.89208, -1.97131], [0.43524, -3.27850, -2.62952], [-0.69357, -3.69165, -1.30832], [-1.51432, -2.36393, -2.82345], [-1.02228, -1.29802, -3.76028], [-0.41865, -1.64005, -4.96566], [0.09723, -0.67265, -5.79789], [0.03208, 0.67469, -5.44154], [-0.57070, 1.02639, -4.24139], [-1.08963, 0.04168, -3.41683], [-1.56153, 0.33635, -2.48965], [-0.64137, 2.05759, -3.93172], [0.57352, 1.55396, -6.33388], [0.57244, 2.92117, -6.00968], [1.12773, 3.11639, -5.08630], [1.06847, 3.42248, -6.83963], [-0.44621, 3.31185, -5.90999], [0.56904, -0.93265, -6.73208], [-0.34967, -2.67948, -5.25139], [-1.93343, -3.20027, -3.38561], [-2.29048, -1.96249, -2.16858], [-1.27230, -1.99192, 0.19512], [-0.90971, -0.33540, -0.31149], [0.50217, -2.02036, 1.73579], [0.98453, -1.01632, 3.97106], [1.27434, -0.48104, 5.37040], [0.04839, 0.37426, 5.66085], [-0.78132, -0.25878, 5.97889], [0.22920, 1.12406, 6.42814], [2.17799, 0.12871, 5.36366], [1.40856, -1.28308, 6.09310], [0.42362, -1.95762, 4.03610], [1.90242, -1.19314, 3.40804], [-1.80042, 1.29836, 4.20622], [-2.62718, 0.05881, 4.31538], [-3.53534, -0.15485, 5.24944], [-4.12373, -1.05619, 5.28104], [-3.73872, 0.57238, 6.01905], [-2.44838, -0.68332, 3.54821], [-2.06668, 1.99544, 5.00286], [-2.00509, 1.76213, 3.24083], [-0.38199, 3.25480, 2.37237], [1.63777, 3.33424, 1.01565], [2.59388, 2.55687, 2.36632]]
}